Here is a structure of composition C56H63CoFGe3NO4P at a distorted geometry from the OMol25 dataset. Energies are from ωB97M-V/def2-TZVPD.

Computed properties:
Orbital gap (alpha / beta) in eV: 6.49 / 6.33
DFT total energy in eV: -287951.205
Total charge: +1
Spin multiplicity: 3
Maximum force in eV Å⁻¹: 1.10

CARTESIAN COORDINATES (ANGSTROEM)
Co -0.055 0.143 -0.276
O -0.090 1.382 2.174
C -0.901 0.947 1.382
C -2.234 1.643 1.200
C -2.702 2.511 2.178
C -3.930 3.130 2.008
C -4.675 2.891 0.859
C -4.202 2.030 -0.121
C -2.980 1.392 0.053
P -2.129 0.343 -1.163
C -2.686 -1.362 -0.900
C -2.859 -1.800 0.524
C -3.244 -3.292 0.711
C -3.065 -4.153 -0.509
C -2.838 -3.659 -1.720
C -2.692 -2.214 -1.926
C -2.798 0.767 -2.789
C -4.130 0.458 -3.088
C -4.660 0.798 -4.320
C -3.868 1.435 -5.269
C -2.544 1.725 -4.985
C -2.014 1.390 -3.746
H -2.095 2.688 3.057
H -4.305 3.806 2.766
H -5.626 3.387 0.719
H -4.778 1.885 -1.025
H -3.651 -1.180 0.953
H -4.294 -3.360 1.017
H -3.183 -5.222 -0.371
H -2.762 -4.315 -2.578
H -2.554 -1.850 -2.938
H -4.743 -0.068 -2.367
H -5.690 0.557 -4.546
H -4.284 1.694 -6.234
H -1.920 2.208 -5.725
H -0.983 1.610 -3.524
C 6.071 -3.907 -1.461
C 4.830 -4.539 -2.067
C 5.056 -4.946 -3.512
C 3.835 -5.660 -4.059
C 2.609 -4.807 -3.882
C 1.519 -4.959 -4.706
C 0.399 -4.146 -4.550
F -0.641 -4.334 -5.376
C 0.339 -3.172 -3.601
C 1.435 -2.997 -2.745
C 1.371 -1.964 -1.719
O 0.316 -1.268 -1.635
C 2.507 -1.820 -0.905
C 3.576 -2.669 -1.091
N 3.643 -3.628 -2.007
C 2.565 -3.814 -2.879
C 2.711 -0.738 0.114
O 3.799 -0.620 0.646
O 1.685 -0.004 0.432
H 6.916 -4.563 -1.667
H 6.012 -3.790 -0.380
H 6.278 -2.934 -1.910
H 4.559 -5.430 -1.492
H 5.932 -5.593 -3.555
H 5.278 -4.053 -4.104
H 3.700 -6.611 -3.534
H 3.961 -5.898 -5.115
H 1.526 -5.704 -5.491
H -0.525 -2.534 -3.495
H 4.431 -2.525 -0.449
C 0.708 -3.800 4.662
C 1.140 -2.451 4.101
C 1.319 -2.443 2.584
C 0.041 -2.689 1.771
Ge -1.320 -1.289 1.681
C -2.122 -0.807 3.423
C -3.299 -1.693 3.858
C -2.878 -3.047 4.433
C -2.336 -2.934 5.854
H 0.679 -3.789 5.752
H 1.406 -4.584 4.358
H -0.286 -4.094 4.318
H 2.091 -2.160 4.550
H 0.431 -1.672 4.396
H 2.035 -3.232 2.325
H 1.773 -1.500 2.300
H -0.497 -3.547 2.188
H 0.271 -2.946 0.733
H -2.695 -3.752 1.535
H -2.439 0.231 3.364
H -1.332 -0.838 4.174
H -4.007 -1.834 3.040
H -3.858 -1.155 4.630
H -2.120 -3.507 3.791
H -3.733 -3.727 4.424
H -1.506 -2.227 5.915
H -1.974 -3.893 6.224
H -3.117 -2.587 6.532
C 4.103 0.575 -2.838
Ge 2.446 1.587 -3.127
C 1.331 0.586 -4.386
C 3.007 3.297 -3.890
Ge 1.223 2.203 -1.081
C -0.162 3.538 -1.428
C -0.430 3.942 -2.737
C -1.360 4.937 -3.006
C -2.047 5.541 -1.965
C -1.784 5.164 -0.655
C -0.844 4.180 -0.391
C 2.445 2.897 0.248
C 2.047 3.520 1.432
C 2.989 4.043 2.303
C 4.342 3.957 2.006
C 4.752 3.345 0.834
C 3.809 2.812 -0.034
H 4.903 1.118 -3.345
H 4.011 -0.411 -3.296
H 4.377 0.457 -1.793
H 1.971 -0.091 -4.953
H 0.836 1.255 -5.091
H 0.582 -0.012 -3.870
H 3.468 3.097 -4.859
H 3.750 3.762 -3.242
H 2.188 4.000 -4.029
H 0.093 3.485 -3.569
H -1.548 5.239 -4.029
H -2.775 6.315 -2.172
H -2.302 5.645 0.164
H -0.640 3.923 0.637
H 1.004 3.589 1.698
H 2.666 4.519 3.220
H 5.074 4.366 2.689
H 5.806 3.271 0.597
H 4.156 2.328 -0.937


Here is a cluster of 3 separate species, C24H42BN4O5PS in total at a distorted geometry from the OMol25 dataset. Energies are from ωB97M-V/def2-TZVPD.

Computed properties:
Orbital gap in eV: 8.37
DFT total energy in eV: -62565.706
Total charge: 0
Maximum force in eV Å⁻¹: 2.71

CARTESIAN COORDINATES (ANGSTROEM)
C 1.367 -3.589 3.520
B 1.728 -2.249 2.794
O 2.401 -1.254 3.464
C 1.333 -2.136 1.227
O 2.237 -3.073 0.571
S 2.568 -2.756 -0.950
O 1.406 -2.669 -1.757
O 3.501 -3.739 -1.363
C 3.430 -1.185 -0.845
P 5.180 -1.524 -0.343
N 6.112 -2.073 -1.479
C 2.799 -0.274 0.275
C 2.793 1.177 -0.217
C 3.357 2.240 0.767
N 3.351 1.910 2.189
C 1.398 -0.704 0.700
O 0.445 -0.439 -0.306
C -0.689 0.287 0.124
C -1.888 0.015 -0.789
C -1.452 -0.487 -2.183
C -2.827 -1.013 -0.180
C -3.659 -0.551 1.024
C -4.169 0.899 0.926
C -4.893 -1.465 1.102
H 0.482 -4.054 3.105
H 2.210 -4.257 3.342
H 1.302 -3.437 4.592
H 1.861 -0.473 3.660
H 0.302 -2.462 1.124
H 3.421 -0.733 -1.827
H 5.178 -2.421 0.749
H 5.726 -0.309 0.133
H 5.601 -2.229 -2.339
H 3.409 -0.410 1.163
H 1.810 1.491 -0.540
H 3.422 1.229 -1.098
H 4.366 2.515 0.485
H 2.770 3.146 0.654
H 2.562 1.345 2.456
H 4.215 1.479 2.484
H 1.155 -0.059 1.546
H -0.473 1.355 0.064
H -0.986 0.029 1.142
H -2.379 0.961 -0.964
H -2.172 -0.117 -2.907
H -0.486 -0.110 -2.486
H -1.495 -1.568 -2.212
H -3.467 -1.454 -0.934
H -2.186 -1.829 0.161
H -3.135 -0.681 1.968
H -3.510 1.592 1.435
H -5.162 0.932 1.356
H -4.278 1.188 -0.113
H -5.600 -1.106 1.838
H -4.625 -2.498 1.303
H -5.386 -1.432 0.135
C 6.999 3.048 -4.679
C 5.681 3.474 -4.666
C 4.812 2.899 -3.754
N 5.172 1.953 -2.887
C 6.443 1.553 -2.916
C 7.392 2.066 -3.785
H 7.709 3.473 -5.377
H 5.333 4.237 -5.348
H 3.772 3.205 -3.708
H 6.703 0.780 -2.199
H 8.410 1.703 -3.761
C -10.036 0.813 0.890
C -9.594 -0.047 1.882
C -8.345 0.179 2.438
N -7.540 1.175 2.073
C -7.982 1.991 1.118
C -9.214 1.856 0.498
H -11.006 0.672 0.430
H -10.203 -0.875 2.217
H -7.961 -0.469 3.219
H -7.305 2.791 0.838
H -9.520 2.551 -0.272